[1]
A single H3NO2Si molecule, computed with the ωB97M-V functional and the def2-TZVPD basis.

Geometry (Å):
N -1.363 -0.174 -0.344
O 0.103 -1.310 0.571
O -2.267 0.427 0.195
Si 0.436 0.065 -0.225
H -1.628 -1.159 -0.698
H 0.553 1.378 0.089
H 0.885 0.206 -1.616

Results
HOMO-LUMO gap (spin up / spin down) (eV): 9.07 / 9.08
Net charge: 0
Lowest unoccupied orbital energy (spin up / spin down) (eV): -1.13 / -1.13
ΔE to the lowest compared entry with this formula, charge and spin (kJ/mol): 48.4



[2]
2 unconnected molecules or ions with the total composition C4H14N3S, computed with the ωB97M-V functional and the def2-TZVPD basis.

Geometry (Å):
C 1.341 -0.185 -3.600
N 1.098 -0.575 -2.202
C 2.016 -0.567 -1.275
N 1.823 -0.775 0.004
H 1.240 0.885 -3.740
H 0.612 -0.712 -4.208
H 2.340 -0.529 -3.858
H 0.149 -0.782 -1.918
H 3.031 -0.386 -1.615
H 0.907 -0.770 0.484
H 2.635 -1.023 0.549
C -1.912 0.729 0.523
C -0.897 0.830 1.652
S -0.495 -0.856 2.299
N -2.437 2.064 0.257
H -1.453 0.245 -0.357
H -2.737 0.099 0.855
H 0.011 1.350 1.354
H -1.373 1.347 2.480
H 0.498 -0.509 3.138
H -1.707 2.647 -0.131
H -3.090 2.005 -0.520

Results
HOMO-LUMO gap (eV): 9.42
Net charge: +1
Lowest unoccupied orbital energy (eV): -3.34
ΔE to the lowest compared entry with this formula, charge and spin (kJ/mol): 123.3



[3]
A single C3H4ClN3O molecule, computed with the ωB97M-V functional and the def2-TZVPD basis.

Geometry (Å):
O -1.354 -1.981 0.653
C -0.721 -1.022 0.254
C -1.265 0.087 -0.692
N -0.278 1.060 -0.870
C 0.899 0.517 -0.176
N 2.082 1.128 -0.027
Cl 2.143 2.793 -0.612
N 0.558 -0.579 0.529
H -1.633 -0.459 -1.498
H -2.147 0.736 -0.253
H 2.421 1.272 0.922
H 1.026 -1.044 1.303

Results
SMILES: O=C1CN=C(NCl)N1
HOMO-LUMO gap (spin up / spin down) (eV): 8.73 / 8.74
Net charge: 0
Lowest unoccupied orbital energy (spin up / spin down) (eV): -0.04 / -0.04
ΔE to the lowest compared entry with this formula, charge and spin (kJ/mol): 254.1



Maximum force values (in eV/Å) by entry order: 3.7, 0.8, 8.3.